This record from OMol25 describes C3H11N2O as an isolated structure in a non-equilibrium geometry. The level of theory is wB97M-V/def2-TZVPD.

Results
Charge ... +1
LUMO ... -3.2 eV
Highest occupied orbital energy ... -14.526 eV
Frontier orbital gap ... 11.288 eV

Last column: Mulliken charge in e.
Cartesian coordinates (Å):
1 C 1.12096 1.89348 -0.63054  -1.1633
2 C 1.13079 -1.59152 0.62875  -0.9100
3 C 1.50477 0.54644 -0.22312  0.2410
4 N -2.75424 -0.42044 -0.09041  -0.2426
5 N 0.70646 -0.41247 0.09589  -0.0780
6 O -1.61486 0.20756 -0.31049  -0.5710
7 H 0.94509 2.43622 0.29207  0.3492
8 H 2.10888 2.43361 -0.85575  0.3164
9 H 0.35355 1.93461 -1.32482  0.3423
10 H 0.56535 -2.38164 0.21484  0.3259
11 H 2.16634 -1.79947 0.58019  0.3560
12 H 0.90702 -1.62813 1.72375  0.3323
13 H 2.59300 0.45783 -0.16811  0.3732
14 H -2.70237 -1.28714 0.51716  0.3324
15 H -3.37588 0.26564 0.43277  0.3422
16 H -3.21038 -0.54449 -0.95280  0.3120
17 H -0.44447 -0.11009 0.07060  0.3421

=====

This record from OMol25 describes a 2-piece molecular cluster, C3H11N2O overall in a non-equilibrium geometry. The level of theory is wB97M-V/def2-TZVPD.

Results
Charge ... +1
LUMO ... -4.0 eV
Highest occupied orbital energy ... -15.026 eV
Frontier orbital gap ... 10.989 eV

Last column: Mulliken charge in e.
Cartesian coordinates (Å):
1 C -0.77579 -1.49460 -0.96693  -1.0285
2 C 0.71351 -1.03081 -0.82867  -0.3434
3 N 0.97508 -0.59036 0.57280  -0.1602
4 C 0.29547 0.27759 1.24729  0.1817
5 N 0.61658 0.91132 2.38430  -0.3378
6 H -0.92876 -2.24275 -0.18856  0.3403
7 H -0.95885 -1.86242 -1.96964  0.3435
8 H -1.38205 -0.62594 -0.73324  0.2769
9 H 0.81177 -0.11547 -1.41208  0.2659
10 H 1.40171 -1.78612 -1.17701  0.3769
11 H 1.50589 -1.28324 1.10286  0.3079
12 H -0.65970 0.65244 0.88223  0.2748
13 H 1.18729 0.48922 3.09391  0.2234
14 H 0.47666 1.90503 2.38172  0.2588
15 H -0.79131 3.01239 -1.40444  0.2995
16 H -1.62321 1.72622 -1.72563  0.3251
17 O -0.86428 2.05751 -1.25893  -0.6048

=====

This record from OMol25 describes a 2-piece molecular cluster, C3H11N2O overall in a non-equilibrium geometry. The level of theory is wB97M-V/def2-TZVPD.

Results
Charge ... +1
LUMO ... -3.4 eV
Highest occupied orbital energy ... -13.306 eV
Frontier orbital gap ... 9.857 eV

Last column: Mulliken charge in e.
Cartesian coordinates (Å):
1 C 0.57917 1.37222 1.95627  -0.8889
2 C 1.10011 0.50608 0.94136  0.6998
3 O 0.63939 -0.08248 -0.09714  -0.6675
4 N 2.54844 0.22640 1.09549  -0.4123
5 H 0.04460 0.44525 2.63252  0.2343
6 H -0.22690 2.19224 1.77417  0.3021
7 H 3.10473 -0.55099 0.70357  0.2212
8 H 3.04406 0.78540 1.79943  0.1855
9 H 1.35120 2.10195 2.47951  0.3095
10 C -1.43577 -1.54651 -1.56155  -0.8192
11 N -1.64674 -0.06937 -1.83049  -0.3180
12 H -0.79046 0.38821 -2.25673  0.3647
13 H -2.55903 -0.08438 -2.45670  0.3824
14 H -1.91427 0.10145 -0.84856  0.3737
15 H -2.34924 -1.97712 -1.31521  0.4132
16 H -0.51929 -1.60461 -0.68213  0.2868
17 H -0.97000 -2.20373 -2.33382  0.3328

=====

This record from OMol25 describes a 2-piece molecular cluster, C3H11N2O overall in a non-equilibrium geometry. The level of theory is wB97M-V/def2-TZVPD.

Results
Charge ... +1
LUMO ... -3.1 eV
Highest occupied orbital energy ... -14.470 eV
Frontier orbital gap ... 11.321 eV

Last column: Mulliken charge in e.
Cartesian coordinates (Å):
1 C 1.17791 1.72529 0.56121  -1.0339
2 C -0.39508 1.85996 0.70693  -0.2753
3 N -1.06613 0.64002 0.07257  -0.2807
4 C -0.61328 -0.58553 0.07060  0.2664
5 N -1.30869 -1.54112 -0.51443  -0.4040
6 H 1.44660 1.17942 -0.43163  0.2949
7 H 1.70603 2.70121 0.50517  0.3450
8 H 1.51140 1.19093 1.46763  0.2812
9 H -0.63568 1.68577 1.77997  0.2891
10 H -0.50340 2.76935 0.12820  0.3573
11 H -2.05577 0.87013 -0.31630  0.2823
12 H 0.35582 -0.93154 0.50985  0.3452
13 H -2.07696 -1.38049 -1.19726  0.2138
14 H -0.94949 -2.58362 -0.64044  0.3453
15 H 1.14739 -2.37583 -1.77600  0.3383
16 H 1.48331 -2.73811 -0.09748  0.3490
17 O 0.77602 -2.48584 -0.82858  -0.7140

=====

This record from OMol25 describes a 2-piece molecular cluster, C3H11N2O overall in a non-equilibrium geometry. The level of theory is wB97M-V/def2-TZVPD.

Results
Charge ... +1
LUMO ... -3.0 eV
Highest occupied orbital energy ... -13.973 eV
Frontier orbital gap ... 10.971 eV

Last column: Mulliken charge in e.
Cartesian coordinates (Å):
1 C 1.66723 -1.16159 1.11359  -1.1013
2 C 1.00616 -0.04529 0.36489  0.8338
3 C -0.21097 0.36940 0.66924  -0.9077
4 N -0.87322 1.28878 -0.29604  -0.1956
5 N 1.66416 0.55258 -0.72817  -0.5783
6 H 2.46609 -0.78738 1.74591  0.2939
7 H 2.19123 -1.74912 0.36915  0.3297
8 H 0.94490 -1.71797 1.71281  0.3466
9 H -0.96847 -0.04156 1.31455  0.4462
10 H -1.16267 2.21064 0.03597  0.3626
11 H -1.69201 0.84632 -0.75197  0.2888
12 H -0.16487 1.46996 -1.03135  0.4227
13 H 2.27381 1.32287 -0.50017  0.2408
14 H 2.07379 -0.02742 -1.44553  0.2324
15 H -2.56155 -1.42561 -0.60945  0.3180
16 H -3.80320 -0.54664 -1.05319  0.3228
17 O -2.85041 -0.55797 -0.91025  -0.6554

=====

This record from OMol25 describes a 2-piece molecular cluster, C3H11N2O overall in a non-equilibrium geometry. The level of theory is wB97M-V/def2-TZVPD.

Results
Charge ... +1
LUMO ... -3.1 eV
Highest occupied orbital energy ... -14.314 eV
Frontier orbital gap ... 11.185 eV

Last column: Mulliken charge in e.
Cartesian coordinates (Å):
1 C 2.24279 0.26823 -1.47390  -1.0862
2 C 0.77773 0.46684 -1.27733  0.7563
3 O 0.01493 -0.43154 -0.90714  -0.7661
4 N 0.38795 1.75268 -1.27260  -0.3630
5 H 2.53623 0.02866 -2.50280  0.3218
6 H 2.56139 -0.68440 -1.05253  0.3065
7 H -0.58780 1.99625 -1.35623  0.2380
8 H 1.02505 2.52681 -1.35248  0.2047
9 H 2.88641 1.01858 -1.03312  0.3733
10 C -2.08732 -0.49010 1.78586  -0.7150
11 N -0.86706 -1.25727 1.32934  -0.2458
12 H -0.22655 -0.58285 0.89182  0.3010
13 H -0.51732 -1.82699 2.09391  0.3694
14 H -1.02612 -1.84916 0.51064  0.3667
15 H -2.43149 -0.88952 2.72980  0.3697
16 H -2.89363 -0.60414 1.06874  0.2836
17 H -1.79521 0.55791 1.81802  0.2850

=====

This record from OMol25 describes C3H11N2O2 as an isolated structure in a non-equilibrium geometry. The level of theory is wB97M-V/def2-TZVPD.

Results
Charge ... -2
LUMO (alpha / beta) ... 6.8 / 6.7 eV
<S²> ... 0.750
Highest occupied orbital energy (alpha / beta) ... 4.425 / -0.729 eV
Frontier orbital gap (alpha / beta) ... 2.365 / 7.447 eV
2S+1 ... 2

Last column: Mulliken charge in e.
Cartesian coordinates (Å):
1 N 3.58304 -0.07764 0.56370  -0.6863
2 C 2.08932 0.01580 0.77241  -0.3106
3 O 1.47506 1.17394 0.31752  -0.6987
4 H 3.78973 0.40124 -0.30465  0.2931
5 H 3.94421 0.49002 1.32084  0.2710
6 H 1.67063 -0.89551 0.20651  0.2001
7 H 1.96502 -0.05840 1.87500  0.1234
8 H 0.18811 1.23901 0.44511  0.4171
9 C -1.08575 -0.17354 -0.21137  -0.3406
10 O -0.85097 0.90416 0.65338  -0.5403
11 C -2.57932 -0.29052 -0.57010  -1.3859
12 N -2.84977 -1.42629 -1.45912  -2.8702
13 H -0.45256 -0.07845 -1.15580  0.0991
14 H -0.74083 -1.12964 0.22554  0.0153
15 H -3.17609 -0.40420 0.35045  0.4939
16 H -2.99054 0.61318 -1.05786  0.4697
17 H -2.31470 -1.27976 -2.31001  1.1676
18 H -2.55408 -2.30525 -1.04004  1.2821

=====

This record from OMol25 describes a 2-piece molecular cluster, C3H11N2O2 overall in a non-equilibrium geometry. The level of theory is wB97M-V/def2-TZVPD.

Results
Charge ... +1
LUMO ... -3.3 eV
Highest occupied orbital energy ... -14.267 eV
Frontier orbital gap ... 10.976 eV

Last column: Mulliken charge in e.
Cartesian coordinates (Å):
1 O -0.54282 -0.42719 2.54232  -0.5577
2 C 0.05463 -0.87850 1.60165  0.5238
3 N 1.33333 -1.30257 1.62350  -0.3561
4 C -0.63216 -0.95817 0.18318  -0.5215
5 N -1.08291 0.43763 -0.09959  -0.1459
6 C -1.04557 0.75701 -1.59049  -0.9369
7 H 1.80853 -1.42809 2.49635  0.2621
8 H 1.83399 -1.82781 0.93125  0.2000
9 H 0.16057 -1.29835 -0.47513  0.3042
10 H -1.47478 -1.62473 0.30011  0.3912
11 H -0.43231 1.11670 0.27336  0.3298
12 H -2.02147 0.56794 0.26967  0.3788
13 H -0.03213 0.68337 -1.93101  0.3654
14 H -1.68224 1.64394 -1.67668  0.3635
15 H -1.77043 0.05408 -1.99845  0.4175
16 H 1.45869 1.90505 -0.19330  0.2721
17 H 2.44813 1.27888 -1.36679  0.2862
18 O 1.61895 1.30081 -0.88995  -0.5766

=====

This record from OMol25 describes a 2-piece molecular cluster, C3H11N2OS overall in a non-equilibrium geometry. The level of theory is wB97M-V/def2-TZVPD.

Results
Charge ... -1
LUMO ... 3.8 eV
Highest occupied orbital energy ... -2.727 eV
Frontier orbital gap ... 6.513 eV

Last column: Mulliken charge in e.
Cartesian coordinates (Å):
1 N 0.92331 0.06027 0.02648  -0.6199
2 C -0.31798 -0.70435 0.10854  0.4020
3 C -1.51386 0.11948 -0.39060  -0.9831
4 S -1.23408 0.75518 -2.11395  -0.6658
5 C -0.59788 -1.25365 1.48925  -0.8108
6 N -0.38104 -0.37185 2.62720  -0.6954
7 H 1.70791 -0.57134 0.04393  0.2089
8 H 0.80083 0.58874 -0.83915  0.1387
9 H -0.26906 -1.54467 -0.60355  0.1801
10 H -2.38317 -0.49992 -0.32466  0.3172
11 H -1.65406 1.02636 0.14623  0.2590
12 H -1.59161 -1.69649 1.48339  0.4055
13 H 0.09897 -2.07653 1.63085  0.3400
14 H -0.81282 0.47351 2.41758  0.2838
15 H 0.58691 -0.06643 2.58625  0.3086
16 H 1.42464 1.87846 -2.67969  0.2819
17 H 2.90479 2.27879 -2.63019  0.2959
18 O 2.30821 1.60446 -2.97792  -0.6466

=====

This record from OMol25 describes C3H11N2PS as an isolated structure in a non-equilibrium geometry. The level of theory is wB97M-V/def2-TZVPD.

Results
LUMO ... 0.7 eV
Highest occupied orbital energy ... -8.288 eV
Frontier orbital gap ... 9.036 eV

Last column: Mulliken charge in e.
Cartesian coordinates (Å):
1 C 0.87759 -2.37530 1.35729  -1.0493
2 C 0.92124 2.32720 -1.10120  -0.8807
3 C -1.97052 0.24936 0.15321  -1.0156
4 N 0.69161 -1.47998 0.20438  -0.3584
5 N 0.86713 0.89161 -0.94612  -0.2279
6 P 0.33159 0.18257 0.47793  0.2181
7 S 0.94095 0.92751 2.19220  -0.3909
8 H 0.91838 -3.25885 0.90222  0.4619
9 H 1.75353 -2.10508 1.81006  0.3795
10 H 0.09880 -2.47394 2.09952  0.3237
11 H 0.45835 2.59257 -0.20368  0.2758
12 H 1.89552 2.56394 -1.04362  0.3576
13 H 0.38516 2.73128 -1.92352  0.3170
14 H -2.24346 1.23414 0.66857  0.3007
15 H -2.05673 0.19040 -0.85922  0.3938
16 H -2.21654 -0.68432 0.80819  0.2816
17 H -0.03012 -1.61996 -0.46532  0.3424
18 H 0.84517 0.26319 -1.75164  0.2705

=====

This record from OMol25 describes a 2-piece molecular cluster, C3H11N2S overall. The level of theory is wB97M-V/def2-TZVPD.

Results
Charge ... +1
LUMO ... -3.6 eV
Highest occupied orbital energy ... -12.262 eV
Frontier orbital gap ... 8.641 eV

Last column: Mulliken charge in e.
Cartesian coordinates (Å):
1 C -0.16128 -1.20224 -1.84753  -0.7737
2 S -0.93271 0.17852 -0.96914  -0.1100
3 C -1.17118 1.36098 -2.30554  -0.8604
4 H 0.75964 -1.44845 -1.32950  0.2701
5 H -0.81301 -2.07031 -1.87018  0.2946
6 H 0.08810 -0.86839 -2.84561  0.3441
7 H -1.22602 2.36621 -1.89869  0.3321
8 H -2.04470 1.17653 -2.91061  0.3188
9 H -0.28299 1.32837 -2.92401  0.3016
10 N 0.63343 -1.23194 2.57443  -0.2488
11 C 0.91512 0.03065 2.76765  0.2947
12 N 0.68056 0.95455 1.87158  -0.1416
13 H 0.41890 -1.54821 1.63907  0.1680
14 H 0.74120 -1.94956 3.27178  0.2509
15 H 1.41871 0.33192 3.67767  0.3436
16 H 0.62223 1.91995 2.15632  0.2552
17 H 0.35401 0.67143 0.94230  -0.0392

=====

This record from OMol25 describes a 2-piece molecular cluster, C3H11N2S overall in a non-equilibrium geometry. The level of theory is wB97M-V/def2-TZVPD.

Results
Charge ... +1
LUMO ... -5.1 eV
Highest occupied orbital energy ... -12.287 eV
Frontier orbital gap ... 7.199 eV

Last column: Mulliken charge in e.
Cartesian coordinates (Å):
1 C -1.15457 3.08427 0.72016  -0.8952
2 C -1.59982 1.63474 1.17647  -0.4427
3 S -0.79289 0.39002 0.23918  -0.2982
4 H -1.39902 3.69264 -0.26684  0.2679
5 H -0.10633 3.12895 0.82658  0.3180
6 H -1.54178 3.59306 1.58099  0.2906
7 H -1.29066 1.50630 2.26892  0.2484
8 H -2.69465 1.40776 1.26156  0.3786
9 H -1.93580 -0.16522 -0.41616  0.1452
10 N 1.87672 -2.12173 0.32843  -0.3024
11 C 1.39210 -2.35867 -0.95773  0.1918
12 N 1.27740 -1.32480 -1.84592  -0.2411
13 H 1.50412 -1.34512 0.83209  0.2399
14 H 2.31416 -2.83818 0.96399  0.2981
15 H 1.28755 -3.39088 -1.44129  0.3162
16 H 0.66632 -1.31656 -2.56175  0.2181
17 H 1.97731 -0.54930 -1.88584  0.2667

=====

This record from OMol25 describes an isolated ion of composition C3H11N2S and charge +1 in a non-equilibrium geometry. The level of theory is wB97M-V/def2-TZVPD.

Results
Charge ... +1
LUMO ... -3.2 eV
Highest occupied orbital energy ... -13.231 eV
Structure (SMILES) ... NC[C@H]([NH3+])CS
Frontier orbital gap ... 10.003 eV

Last column: Mulliken charge in e.
Cartesian coordinates (Å):
1 N -2.49527 -1.16123 0.57463  -0.5915
2 C -1.88956 0.19230 0.45210  -0.6502
3 C -0.43341 0.05789 -0.22688  -0.0963
4 N 0.08620 -1.36688 0.06457  -0.3071
5 C 0.62257 1.00198 0.28701  -0.8502
6 S 2.12679 0.83932 -0.67583  -0.1749
7 H -3.08055 -1.11771 1.40287  0.2655
8 H -3.09111 -1.23438 -0.24914  0.2491
9 H -1.58712 0.64942 1.41872  0.4075
10 H -2.35560 0.95632 -0.14599  0.3223
11 H -0.55060 0.16099 -1.31183  0.3699
12 H -0.82988 -1.85779 0.25865  0.4103
13 H 0.53703 -1.58342 0.95260  0.3477
14 H 0.51957 -1.83207 -0.72794  0.3443
15 H 0.79932 0.70640 1.31322  0.4231
16 H 0.21737 2.01752 0.31282  0.3628
17 H 2.98975 0.27186 0.19366  0.1676

=====

This record from OMol25 describes C3H11N2S as an isolated structure in a non-equilibrium geometry. The level of theory is wB97M-V/def2-TZVPD.

Results
Charge ... +1
LUMO ... -3.4 eV
Highest occupied orbital energy ... -14.573 eV
Frontier orbital gap ... 11.141 eV

Last column: Mulliken charge in e.
Cartesian coordinates (Å):
1 C 0.33847 -1.30489 2.17885  -1.0477
2 C -0.56780 -1.66943 1.01698  -0.5927
3 C -0.25019 -0.74979 -0.15450  -0.0361
4 N 0.75963 1.45553 -2.15701  -0.5293
5 N -0.74974 0.37814 -0.24748  -0.3803
6 S 0.31073 2.65814 -3.04872  0.0401
7 H 1.31650 -1.51547 1.89690  0.3756
8 H 0.02029 -1.74397 3.09060  0.3253
9 H 0.37214 -0.23251 2.13999  0.3498
10 H -0.59156 -2.62575 0.54713  0.3349
11 H -1.57010 -1.27123 1.34756  0.2826
12 H 0.47563 -1.03374 -0.94919  0.3138
13 H 1.01408 0.60947 -2.72221  0.3072
14 H -1.00502 2.91217 -2.51890  0.2417
15 H -1.32085 0.57543 0.57190  0.2136
16 H 0.08017 1.11046 -1.11107  0.5372
17 H 0.72085 3.93265 -2.33460  0.2642

=====

This record from OMol25 describes a 3-piece molecular cluster, C3H11N2S overall in a non-equilibrium geometry. The level of theory is wB97M-V/def2-TZVPD.

Results
Charge ... +1
LUMO ... -9.7 eV
Highest occupied orbital energy ... -13.652 eV
Frontier orbital gap ... 3.974 eV

Last column: Mulliken charge in e.
Cartesian coordinates (Å):
1 N -0.92175 0.88013 4.20009  -0.4773
2 C 0.94330 -0.05678 -1.89829  0.3987
3 C 1.77143 -0.09576 -2.93328  -0.8201
4 S -0.30262 0.76243 0.98942  -0.1483
5 C 0.33470 -1.36718 -1.32236  -0.6958
6 N -1.11336 -1.25312 -1.28630  -0.2124
7 H -0.61348 1.82772 4.22633  0.2651
8 H -0.94958 0.30434 3.37391  0.2275
9 H -0.67939 0.42858 5.06428  0.2457
10 H 0.76400 0.83188 -1.29710  0.1899
11 H 2.12064 -1.01489 -3.37828  0.2584
12 H 2.21416 0.80311 -3.34669  0.2712
13 H -0.76006 1.67249 1.85491  0.2362
14 H 0.69720 -1.48291 -0.30061  0.3363
15 H 0.65651 -2.24245 -1.88521  0.3753
16 H -1.45283 -0.83768 -2.16142  0.3499
17 H -1.34200 -0.57104 -0.55062  0.1998

=====

Respective energy above the lowest of the compared OMol25 structures with the same formula, charge and spin values: 398.3, 139.1, 313.2, 243.4, 120.4, 54.3, 12.4, 188.8, 33.8, 203.5, 32.2, 227.1, 92.6, 365.7, 692.8 kJ/mol.